Record 1
The molecule C7H10S at a distorted geometry. Source: the Open Molecules 2025 dataset; level of theory: ωB97M-V/def2-TZVPD.

Last column: Mulliken charge in e.
Cartesian coordinates (Å):
C: 1.683 -0.474 0.869  -0.46
C: 1.816 -0.226 -0.711  -0.88
C: 0.437 -0.267 -0.091  0.62
C: -0.573 -1.605 -0.137  -0.75
C: -1.669 0.616 0.377  -0.40
C: -1.340 1.992 0.060  -0.24
C: -0.505 0.910 -0.446  -0.41
H: 1.976 0.380 1.583  0.25
H: 1.482 -1.511 1.298  0.20
H: 2.220 0.623 -1.220  0.27
H: 2.058 -0.976 -1.483  0.22
H: -0.501 -2.064 -1.002  0.48
H: -0.222 -2.202 0.868  0.28
H: -1.248 0.243 1.221  0.25
H: -0.914 2.245 1.124  0.21
H: -1.638 2.672 -0.766  0.31
H: -0.702 0.742 -1.458  0.19
S: -2.359 -1.099 -0.084  -0.15

Values from the calculation:
E_HOMO (eV): -8.4
Total energy (a.u.): -670.66466
Structure (SMILES): C1[C@@H]2[C@@H]1SCC21CC1

Record 2
A cluster of 2 separate species, C2H9NS3 in total. Source: the Open Molecules 2025 dataset; level of theory: ωB97M-V/def2-TZVPD.

Last column: Mulliken charge in e.
Cartesian coordinates (Å):
C: -0.959 -0.793 0.875  -0.65
C: -0.733 -1.530 -0.446  -0.43
S: -0.019 -3.211 -0.162  -0.24
N: -0.797 0.651 0.695  -0.49
H: -1.943 -1.062 1.278  0.28
H: -0.211 -1.140 1.585  0.40
H: -1.664 -1.653 -0.993  0.36
H: -0.013 -0.980 -1.043  0.22
H: 0.728 -3.198 -1.276  0.12
H: -1.621 1.074 0.271  0.22
H: -0.785 1.081 1.616  0.23
S: 2.355 3.380 0.112  -0.20
S: 1.376 2.340 -1.453  -0.17
H: 3.551 3.431 -0.504  0.15
H: 0.735 1.610 -0.554  0.19

Values from the calculation:
E_HOMO (eV): -8.5
Total energy (a.u.): -1330.88822
Structure (SMILES): NCCS.SS

Record 3
A cluster of 2 separate species, C6H12S in total at a distorted geometry. Source: the Open Molecules 2025 dataset; level of theory: ωB97M-V/def2-TZVPD.

Last column: Mulliken charge in e.
Cartesian coordinates (Å):
C: -0.003 -1.899 1.749  -0.20
C: 1.943 -1.912 -0.065  -0.74
C: -1.243 -1.636 2.102  -0.55
C: -0.576 1.038 -1.928  -0.73
C: -0.188 1.557 -0.778  0.32
C: -0.041 3.024 -0.528  -1.13
S: 0.484 -2.704 0.212  0.07
H: 0.862 -1.695 2.358  0.42
H: 1.912 -0.834 -0.160  0.18
H: 2.499 -2.408 -0.847  0.29
H: -1.476 -1.179 3.050  0.25
H: -2.079 -1.860 1.462  0.22
H: -0.630 -0.022 -2.092  0.21
H: -0.830 1.663 -2.766  0.25
H: 0.071 0.911 0.053  0.22
H: 1.006 3.305 -0.643  0.25
H: -0.339 3.291 0.484  0.30
H: -0.629 3.598 -1.240  0.32
H: -0.741 -2.239 -0.423  0.05

Values from the calculation:
E_HOMO (eV): -7.8
Total energy (a.u.): -633.83435

Record 4
A structure of composition C39H26F5InN4PSSe4. Source: the Open Molecules 2025 dataset; level of theory: ωB97M-V/def2-TZVPD.

Last column: Mulliken charge in e.
Cartesian coordinates (Å):
In: 0.049 -1.521 -1.871  1.36
S: 1.906 -4.404 5.217  0.07
N: 0.499 -4.385 4.420  -0.74
C: 0.700 -3.702 3.305  0.80
C: -0.300 -3.441 2.286  0.71
C: -1.608 -3.914 2.364  -0.59
C: -2.482 -3.609 1.348  -1.42
C: -2.019 -2.861 0.269  0.12
N: -0.774 -2.422 0.175  0.39
C: 0.082 -2.684 1.176  -0.30
C: 1.444 -2.149 1.059  -0.82
N: 1.689 -1.383 0.000  0.58
C: 2.901 -0.883 -0.183  0.51
C: 3.941 -1.128 0.715  -0.86
C: 3.701 -1.906 1.824  -0.99
C: 2.422 -2.433 2.015  0.75
C: 2.034 -3.221 3.166  0.81
N: 2.812 -3.551 4.185  -0.72
H: -1.909 -4.504 3.219  0.53
H: -3.510 -3.942 1.364  0.49
H: -2.667 -2.629 -0.565  0.33
H: 3.061 -0.251 -1.054  -0.35
H: 4.913 -0.702 0.510  0.54
H: 4.476 -2.115 2.551  0.52
Se: 1.793 -3.321 -2.599  -0.41
Se: 2.869 -2.090 -4.292  -0.21
Se: 4.712 -1.062 -3.282  -0.24
Se: 4.161 1.158 -2.847  -0.53
C: 3.340 3.299 0.116  -1.28
C: 2.287 3.769 1.081  0.51
C: 2.566 4.821 1.951  -0.82
C: 1.629 5.276 2.864  -0.74
C: 0.376 4.682 2.918  -0.78
C: 0.083 3.636 2.057  -0.19
C: 1.023 3.165 1.141  0.28
P: 0.702 1.723 0.037  1.42
C: -0.694 0.950 0.955  0.81
C: -1.971 0.855 0.403  -0.30
C: -3.006 0.227 1.079  -0.82
C: -2.776 -0.317 2.333  -0.82
C: -1.509 -0.231 2.892  -0.46
C: -0.460 0.393 2.224  0.87
C: 0.880 0.488 2.904  -1.98
C: -0.154 2.504 -1.383  0.50
C: -0.614 3.819 -1.300  -0.79
C: -1.216 4.451 -2.374  -0.87
C: -1.358 3.757 -3.565  -0.83
C: -0.900 2.456 -3.658  -0.88
C: -0.286 1.792 -2.588  0.84
C: 0.204 0.399 -2.871  -2.10
H: 4.129 4.043 0.011  0.43
H: 2.946 3.079 -0.876  0.04
H: 3.800 2.368 0.459  0.27
H: 3.542 5.290 1.902  0.41
H: 1.875 6.094 3.529  0.37
H: -0.369 5.030 3.621  0.44
H: -0.896 3.172 2.098  0.52
H: -2.159 1.285 -0.571  0.30
H: -3.984 0.163 0.619  0.43
H: -3.575 -0.809 2.874  0.39
H: -1.323 -0.657 3.873  0.44
H: 1.033 -0.364 3.569  0.53
H: 0.947 1.400 3.503  0.41
H: 1.703 0.518 2.185  0.15
H: -0.499 4.364 -0.371  0.35
H: -1.564 5.471 -2.280  0.45
H: -1.817 4.228 -4.426  0.37
H: -1.001 1.924 -4.596  0.48
H: 1.271 0.447 -3.131  0.68
H: -0.305 0.085 -3.788  0.39
F: -1.211 -4.567 -3.335  -0.30
C: -2.121 -3.579 -3.418  0.46
C: -1.885 -2.342 -2.848  -1.38
C: -2.938 -1.456 -2.961  1.04
F: -2.840 -0.225 -2.399  -0.26
C: -4.135 -1.724 -3.603  -0.13
F: -5.119 -0.815 -3.674  -0.32
C: -4.312 -2.972 -4.172  0.86
F: -5.454 -3.275 -4.802  -0.32
C: -3.299 -3.908 -4.075  -0.05
F: -3.480 -5.127 -4.608  -0.32

Values from the calculation:
Net charge: -1
E_HOMO (eV): -3.5
Total energy (a.u.): -12755.70890

Record 5
A structure of composition C31H52O3P2PbS at a distorted geometry. Source: the Open Molecules 2025 dataset; level of theory: ωB97M-V/def2-TZVPD.

Last column: Mulliken charge in e.
Cartesian coordinates (Å):
Pb: 0.276 0.004 -0.317  0.06
C: -1.781 1.583 0.139  0.36
C: -2.207 0.657 -0.904  1.13
C: -1.986 -0.561 1.100  0.78
C: -1.727 0.842 1.386  1.62
C: -2.329 -0.680 -0.299  0.83
C: -1.737 3.058 -0.015  -2.24
H: -1.398 3.422 -0.999  0.35
H: -1.123 3.594 0.727  0.41
H: -2.761 3.446 0.110  0.41
C: -1.669 1.423 2.725  -1.72
H: -1.447 2.501 2.732  0.50
H: -0.922 0.943 3.380  0.00
H: -2.641 1.280 3.230  0.43
C: -2.148 -1.634 2.095  -1.84
H: -3.217 -1.746 2.342  0.46
H: -1.631 -1.436 3.044  0.21
H: -1.807 -2.635 1.774  0.18
C: -3.080 -1.832 -0.827  -1.98
H: -4.141 -1.618 -0.606  0.38
H: -2.853 -2.780 -0.312  0.52
H: -3.018 -2.042 -1.913  0.33
C: -2.894 1.145 -2.076  -1.64
H: -3.840 1.582 -1.679  0.36
H: -3.154 0.368 -2.819  0.49
H: -2.376 1.971 -2.619  0.19
C: 1.589 0.429 -3.398  0.15
C: 0.554 1.316 -3.551  0.33
C: -0.034 1.610 -4.910  -1.31
C: -0.918 0.453 -5.481  -1.09
C: -0.997 -0.806 -4.634  -0.25
C: 0.036 -1.648 -4.537  -0.45
C: 1.360 -1.376 -5.229  -0.90
C: 2.233 -0.256 -4.586  -1.26
H: 0.765 1.843 -5.641  0.46
H: -0.481 0.176 -6.461  0.35
H: -0.649 2.531 -4.830  0.35
H: 2.500 0.481 -5.366  0.39
H: 1.957 0.092 -2.431  0.22
H: 0.036 1.790 -2.721  0.45
H: 3.186 -0.705 -4.237  0.35
H: 1.936 -2.323 -5.272  0.39
H: -0.060 -2.628 -4.057  0.56
H: 1.165 -1.083 -6.280  0.38
H: -1.939 0.832 -5.699  0.35
H: -1.978 -1.045 -4.201  0.64
P: 1.855 1.912 0.664  1.14
C: 1.385 2.635 2.237  -0.42
H: 2.280 3.219 2.420  0.82
H: 1.260 1.896 3.024  -0.69
H: 0.508 3.271 2.121  0.44
C: 3.503 1.219 0.855  -1.17
H: 4.003 2.093 1.268  0.56
H: 3.915 0.945 -0.120  0.38
H: 3.503 0.389 1.561  0.23
C: 1.981 3.338 -0.423  -1.29
H: 2.450 3.048 -1.363  0.43
H: 2.625 3.955 0.197  0.54
H: 1.003 3.799 -0.577  0.31
P: 1.039 -2.531 -0.250  1.68
C: -0.246 -3.716 -0.664  -1.45
H: 0.406 -4.500 -1.036  0.57
H: -0.979 -3.384 -1.398  0.17
H: -0.713 -4.003 0.280  0.47
C: 2.689 -2.649 -0.968  -1.24
H: 2.581 -2.781 -2.046  0.34
H: 3.048 -3.540 -0.461  0.64
H: 3.323 -1.793 -0.717  0.21
C: 1.417 -3.230 1.367  -1.94
H: 1.609 -4.251 1.047  0.80
H: 0.559 -3.168 2.040  0.36
H: 2.292 -2.741 1.798  0.39
C: -0.162 1.347 9.365  -1.52
C: 0.064 0.875 7.960  1.05
C: 0.214 -0.491 7.713  -0.70
C: 0.418 -0.948 6.393  -0.67
C: 0.431 -0.041 5.329  0.55
C: 0.332 1.338 5.593  -0.17
C: 0.118 1.786 6.908  -1.06
S: 1.220 -0.800 3.581  0.98
O: 2.396 0.002 3.922  -0.69
O: 1.013 -2.247 3.885  -0.76
O: 0.988 -0.604 2.074  -0.38
H: -1.072 0.899 9.790  0.35
H: 0.674 1.058 10.017  0.35
H: -0.267 2.436 9.407  0.34
H: 0.176 -1.211 8.527  0.41
H: 0.556 -2.015 6.210  0.47
H: 0.377 2.077 4.800  0.20
H: 0.000 2.852 7.094  0.32

Values from the calculation:
Net charge: +2
E_HOMO (alpha / beta) (eV): -12.7 / -12.7
Total energy (a.u.): -2711.12932

Record 6
A structure of composition C5H8O. Source: the Open Molecules 2025 dataset; level of theory: ωB97M-V/def2-TZVPD.

Last column: Mulliken charge in e.
Cartesian coordinates (Å):
C: -1.220 -0.919 -0.622  -1.46
C: -0.088 -0.082 -0.090  1.14
C: -0.150 0.535 1.261  -0.94
C: 0.138 1.413 -0.354  -0.43
O: 1.519 1.207 -0.479  -0.29
C: 1.366 -0.227 -0.522  -0.54
H: -2.184 -0.499 -0.319  0.37
H: -1.163 -1.947 -0.246  0.32
H: -1.196 -0.949 -1.716  0.35
H: -1.132 0.532 1.734  0.38
H: 0.714 0.465 1.920  0.30
H: -0.150 1.815 0.828  0.26
H: 2.058 -0.749 0.149  0.27
H: 1.488 -0.596 -1.545  0.28

Values from the calculation:
E_HOMO (eV): -8.5
Total energy (a.u.): -270.38833